Entry 1:
This record from OMol25 describes a structure of composition C29H22BrClINOPPtS. The level of theory is ωB97M-V/def2-TZVPD.

```
59
Properties=species:S:1:pos:R:3:forces:R:3:mulliken_spin:R:1
Pt -1.28924 -1.53909 1.81074 0.102 0.197 -0.045 1.26
O -2.66956 -2.31234 0.33754 -0.020 0.001 -0.040 0.14
N -3.84236 -1.68408 0.26239 0.023 -0.006 0.027 0.00
C -4.59718 -1.98637 -0.81745 -0.054 -0.012 -0.045 -0.01
C -5.84304 -1.45390 -0.98455 0.033 -0.012 0.000 0.01
C -6.33066 -0.57686 -0.01151 0.011 0.008 0.024 -0.01
C -5.54067 -0.26429 1.06367 -0.036 0.020 -0.011 0.00
C -4.25446 -0.80979 1.21252 0.018 0.006 0.023 -0.02
S -3.23151 -0.37770 2.52653 0.011 -0.059 -0.031 0.17
H -4.12281 -2.67575 -1.49857 0.004 0.000 0.007 0.00
H -6.41973 -1.72015 -1.85744 -0.002 -0.001 -0.001 0.00
H -7.31698 -0.14383 -0.10771 0.000 0.007 0.004 0.00
H -5.87376 0.41951 1.83147 -0.010 0.002 -0.006 0.00
Cl 0.73080 0.36329 3.45298 0.012 0.022 -0.014 0.01
C 0.51978 1.75922 2.44822 -0.009 -0.009 -0.018 -0.04
C 0.81113 2.99631 3.00386 0.002 0.023 0.000 0.00
C 0.71605 4.13773 2.22759 -0.003 -0.017 -0.005 0.00
C 0.33157 4.04314 0.89698 0.001 -0.006 0.009 0.00
C 0.02655 2.80564 0.35830 -0.014 0.027 -0.020 0.01
C 0.10761 1.63858 1.12135 0.025 -0.033 0.058 0.04
P -0.29749 0.02269 0.38065 -0.048 -0.100 0.035 0.17
C 1.18624 -0.46946 -0.54140 -0.026 0.009 0.024 0.05
C 1.29455 -1.80277 -0.93374 0.008 -0.019 -0.002 0.02
C 2.37977 -2.21844 -1.68925 0.002 0.012 0.003 -0.01
C 3.36900 -1.31102 -2.04361 -0.010 0.007 0.008 0.00
C 3.26676 0.01533 -1.65073 0.026 -0.009 -0.014 0.00
C 2.17633 0.43885 -0.90619 -0.018 0.017 0.024 0.02
C -1.50335 0.45174 -0.91542 -0.023 0.015 0.002 0.04
C -2.61103 1.23517 -0.58230 0.030 -0.012 0.025 0.00
C -3.59210 1.49882 -1.52330 -0.005 -0.008 -0.037 -0.01
C -3.48660 0.97317 -2.80554 -0.016 0.014 0.016 0.02
C -2.39389 0.18956 -3.14043 0.025 -0.014 0.003 -0.01
C -1.40337 -0.06960 -2.20125 -0.009 0.001 -0.016 0.02
H 1.12289 3.04814 4.03769 0.002 0.000 0.000 0.00
H 0.94761 5.10097 2.66281 0.001 0.001 0.001 0.00
H 0.26465 4.92986 0.28111 -0.001 0.002 0.000 0.00
H -0.28607 2.73828 -0.67603 0.004 -0.001 0.002 0.00
H 0.53847 -2.51593 -0.62931 0.003 -0.004 0.000 0.01
H 2.46287 -3.25679 -1.98319 -0.009 -0.003 0.003 0.00
H 4.22709 -1.64086 -2.61528 0.001 0.000 0.000 0.00
H 4.04389 0.72237 -1.91169 -0.001 0.001 0.001 0.00
H 2.11514 1.47280 -0.59292 0.001 -0.004 -0.001 0.01
H -2.70386 1.63521 0.42061 -0.006 0.005 -0.007 0.00
H -4.44275 2.11181 -1.25414 -0.001 0.001 0.003 0.00
H -4.25453 1.17678 -3.54091 -0.004 0.003 0.003 0.00
H -2.30302 -0.22003 -4.13831 -0.002 0.002 -0.001 0.00
H -0.55124 -0.67687 -2.47690 0.002 -0.002 0.001 0.00
Br 4.10926 1.81924 1.93836 -0.028 -0.005 0.002 0.03
C 4.69071 0.07550 1.47001 0.049 -0.005 -0.027 0.10
C 5.95376 -0.11549 0.91926 -0.006 0.013 0.001 0.07
C 6.34244 -1.39887 0.55861 -0.001 -0.015 0.000 -0.04
C 5.49059 -2.48179 0.74141 -0.008 0.018 0.005 0.05
C 4.22338 -2.29477 1.29333 -0.022 -0.018 0.007 -0.03
C 3.88803 -1.01269 1.63226 -0.006 0.042 0.010 0.76
I 0.54404 -3.37523 2.33256 -0.001 -0.092 0.010 0.13
H 6.61403 0.73028 0.77714 0.003 -0.004 -0.002 0.01
H 7.32498 -1.55259 0.13170 0.000 0.001 0.000 0.00
H 5.80759 -3.47693 0.45585 0.002 -0.002 -0.001 0.00
H 3.53369 -3.11571 1.44155 -0.004 -0.002 0.002 0.03
```
Positions in Å, forces in eV/Å.

Values from the calculation:
Total charge: 0
Orbital gap (spin up / spin down) in eV: 7.148 / 6.869
F_max in Eh/bohr: 0.004
Calculated total energy in eV: -148001.9786
Multiplicity: 4


Entry 2:
This record from OMol25 describes a structure of composition C29H22Cl2F5N2O6PS2Zr. The level of theory is ωB97M-V/def2-TZVPD.

```
70
Properties=species:S:1:pos:R:3:forces:R:3:nbo_charge:R:1
Zr -0.59408 -1.57903 0.86687 1.959 -0.297 -0.909 2.08
N 0.44680 -3.72779 1.07307 -0.523 -0.202 -0.137 -0.87
C 0.44590 -4.38109 -0.26581 0.148 0.099 0.163 -0.32
C -0.79220 -3.96059 -1.02831 -0.199 0.476 0.046 0.67
O -1.41706 -4.78010 -1.67268 -0.028 -0.036 -0.105 -0.61
N -1.13372 -2.62579 -0.88596 -0.213 -0.495 -0.488 -0.87
C -2.49220 -2.34472 -1.31986 -0.006 -0.295 0.254 -0.35
C -3.58724 -2.37196 -0.25173 0.164 -0.075 0.425 0.78
O -4.72511 -2.14256 -0.53235 -0.137 0.024 -0.047 -0.56
O -3.37500 -2.71892 1.07611 0.095 -0.073 -0.430 -0.24
H 1.35256 -3.82393 1.51819 0.056 0.140 -0.054 0.40
H -0.23507 -4.22427 1.64332 0.100 -0.004 0.114 0.40
H 0.45654 -5.46511 -0.18814 -0.043 -0.038 0.009 0.22
H 1.32578 -4.04335 -0.80792 0.027 -0.028 0.004 0.26
H -2.81720 -3.11609 -2.02035 0.031 0.029 -0.092 0.28
H -2.55789 -1.38842 -1.82999 -0.072 0.060 0.026 0.24
O -2.02735 -2.83209 1.55966 -0.534 -0.054 0.118 -0.67
S -1.98683 0.52724 2.11541 0.086 0.055 -0.330 1.60
O -2.39853 -0.23479 0.83759 -0.173 0.013 0.542 -1.03
O -0.49968 0.07309 2.21450 -0.425 0.265 0.489 -1.03
C -1.76088 2.16955 1.52582 0.174 0.090 -0.193 -0.22
C -2.28421 3.19678 2.29400 0.026 0.037 -0.083 -0.20
C -2.05906 4.50918 1.90406 -0.003 0.014 0.001 -0.20
C -1.31432 4.76053 0.76242 0.009 -0.018 0.004 -0.18
C -0.80350 3.71463 0.00135 -0.004 0.051 -0.047 -0.19
C -1.01076 2.39100 0.36672 -0.102 -0.027 0.002 -0.31
P -0.41846 1.01139 -0.75176 -0.153 0.355 0.102 0.92
C 1.23561 1.63027 -1.20015 -0.016 0.051 0.047 -0.38
C 1.80829 1.33864 -2.43684 0.037 -0.103 -0.026 -0.19
C 3.12177 1.68671 -2.70596 0.028 0.006 0.064 -0.20
C 3.89377 2.30456 -1.73037 -0.009 -0.007 -0.010 -0.20
C 3.34548 2.56838 -0.48386 -0.058 -0.042 -0.020 -0.23
C 2.02287 2.23362 -0.22120 0.077 0.003 0.023 -0.15
C -1.53270 1.44911 -2.15159 0.047 -0.001 -0.034 -0.25
C -2.87840 1.08558 -2.05020 -0.014 0.010 0.000 -0.24
C -3.78460 1.44356 -3.03638 0.035 0.029 -0.019 -0.19
C -3.36399 2.17694 -4.13782 0.017 -0.012 0.023 -0.20
C -2.03577 2.56254 -4.23533 -0.001 -0.016 0.022 -0.21
C -1.12590 2.20618 -3.24770 0.005 0.032 -0.055 -0.23
H -2.85747 2.96940 3.18485 0.006 -0.011 -0.006 0.23
H -2.46273 5.32698 2.48574 0.009 -0.005 0.002 0.22
H -1.12948 5.78137 0.45292 -0.014 -0.013 -0.006 0.22
H -0.23730 3.93753 -0.89534 -0.014 0.000 0.014 0.23
H 1.24110 0.80124 -3.18698 0.012 0.009 0.020 0.22
H 3.55193 1.45032 -3.67050 -0.005 0.000 0.009 0.22
H 4.92432 2.56372 -1.93694 -0.009 -0.004 0.001 0.22
H 3.94555 3.03059 0.29013 -0.009 0.002 -0.011 0.22
H 1.61314 2.43555 0.76161 -0.014 0.005 -0.011 0.21
H -3.23687 0.54073 -1.18735 0.027 -0.010 0.032 0.24
H -4.82101 1.14761 -2.93644 0.013 -0.004 -0.006 0.22
H -4.06905 2.45207 -4.91172 0.004 0.000 0.012 0.22
H -1.69878 3.14865 -5.08111 -0.008 -0.011 0.004 0.22
H -0.09914 2.53440 -3.34104 -0.077 0.004 0.014 0.22
F 6.10519 -0.33082 3.23305 0.000 -0.001 0.005 -0.29
C 5.14222 -0.60881 2.35248 0.044 0.022 0.119 0.26
C 3.84758 -0.83707 2.78038 -0.023 0.015 -0.033 0.27
F 3.53977 -0.78420 4.07649 -0.006 -0.003 0.016 -0.29
C 2.88819 -1.11935 1.83155 -0.127 -0.008 0.169 0.33
F 1.61383 -1.34334 2.25883 -0.036 -0.026 0.329 -0.31
C 3.11743 -1.19427 0.47465 -0.228 0.019 -0.249 -0.30
S 1.81485 -1.53667 -0.63623 -0.179 0.042 0.231 -0.28
C 4.43081 -0.96398 0.08581 0.217 0.046 -0.151 0.37
F 4.76528 -1.00875 -1.20664 -0.021 -0.005 0.017 -0.30
C 5.42805 -0.67537 1.00038 -0.002 0.000 -0.114 0.26
F 6.67566 -0.45387 0.58350 -0.010 0.002 0.004 -0.29
Cl -3.09323 -2.59722 5.12579 -0.006 0.026 0.004 0.00
C -1.69349 -3.46698 4.50801 -0.083 -0.006 -0.036 -0.39
Cl -0.39478 -2.36133 4.01718 0.171 -0.075 0.230 0.05
H -1.99782 -4.01869 3.62727 -0.024 0.009 -0.015 0.24
H -1.29733 -4.09833 5.29279 -0.018 -0.034 0.009 0.23
```
Positions in Å, forces in eV/Å.

Values from the calculation:
Total charge: 0
Orbital gap in eV: 7.571
F_max in Eh/bohr: 0.042
Calculated total energy in eV: -116567.9871


Entry 3:
This record from OMol25 describes a structure of composition C29H22Cl2F5NO2STb. The level of theory is ωB97M-V/def2-TZVPD.

```
63
Properties=species:S:1:pos:R:3:forces:R:3:mulliken_spin:R:1
Tb -0.42416 0.24073 -0.00452 -0.773 -0.242 3.944 5.93
C -2.77146 2.94543 -1.57612 0.040 -0.016 -0.001 0.00
C -2.49856 2.48053 -0.17692 0.002 0.209 0.310 0.02
C -3.45436 1.75723 0.53708 0.377 0.045 0.063 -0.01
C -3.20286 1.30643 1.83558 0.148 0.150 -0.083 0.00
C -4.22786 0.52233 2.59168 -0.009 -0.023 -0.009 0.00
C -1.99316 1.64633 2.44558 -0.034 0.329 -0.192 -0.01
C -1.08966 2.52113 1.82648 -0.402 0.229 -0.218 0.00
C -0.04546 3.21173 2.65778 0.001 -0.018 -0.077 0.00
C -1.32016 2.88013 0.48428 -0.252 0.066 0.455 -0.01
H -1.85356 2.97603 -2.16132 -0.023 0.020 -0.044 0.00
H -3.19196 3.95053 -1.54922 -0.011 0.063 -0.042 0.00
H -3.48996 2.29633 -2.07032 -0.023 -0.025 -0.066 0.00
H -4.40546 1.52873 0.07308 0.028 -0.114 -0.077 0.00
H -4.74576 1.18293 3.28698 -0.048 0.009 0.063 0.00
H -3.76376 -0.27097 3.17468 0.004 -0.053 0.016 0.00
H -4.97126 0.09083 1.92728 -0.040 -0.061 -0.044 0.00
H -1.82826 1.37163 3.47998 0.057 -0.133 0.020 0.00
H -0.53716 3.97823 3.26018 -0.011 -0.016 -0.008 0.00
H 0.69834 3.70393 2.03958 0.059 0.062 0.034 0.00
H 0.44784 2.52873 3.34618 0.078 -0.065 0.030 0.00
H -0.67046 3.60453 -0.00082 0.088 -0.184 -0.028 0.00
F -5.25476 -4.41737 -1.19922 0.239 0.055 0.117 0.00
C -4.12496 -3.93387 -0.68812 0.363 0.112 0.142 0.00
C -3.95896 -2.56427 -0.51312 0.129 0.111 0.086 0.00
F -4.91046 -1.68767 -0.84482 -0.058 -0.180 -0.044 0.00
C -2.77286 -2.09747 0.01928 0.359 -0.416 -0.010 0.00
F -2.62536 -0.71807 0.14778 -0.467 -0.983 -0.045 0.03
C -1.69756 -2.90097 0.39988 -0.930 -0.166 -0.286 0.00
S -0.28916 -2.20927 1.14028 0.568 -0.035 0.336 0.00
C -1.88036 -4.27987 0.18318 -0.116 0.570 -0.067 0.00
F -0.88926 -5.12757 0.45478 -0.184 0.061 0.061 0.00
C -3.06996 -4.78347 -0.33582 -0.145 0.174 -0.070 0.00
F -3.21166 -6.09327 -0.51292 0.026 0.108 0.001 0.00
Cl 1.86294 1.73463 0.57058 0.451 0.610 0.058 0.00
C 2.68204 0.41783 1.35408 0.111 -0.679 0.065 -0.02
C 3.29024 0.58833 2.58358 -0.051 0.017 -0.166 0.00
C 3.96894 -0.48707 3.13648 -0.096 0.090 -0.096 0.00
C 4.01134 -1.70677 2.48328 -0.084 -0.018 -0.179 0.00
C 3.38854 -1.86417 1.25228 -0.241 0.368 -0.010 0.00
Cl 3.44684 -3.37317 0.42568 0.063 -0.028 0.011 0.00
C 2.71304 -0.79187 0.65558 0.094 -0.083 0.247 0.03
N 2.11444 -0.86997 -0.63562 -0.168 -0.313 -0.203 -0.01
C 2.90804 -0.23977 -1.68092 0.492 0.080 -0.268 0.00
C 4.20754 0.17483 -1.40732 -0.161 -0.051 0.022 0.00
C 4.95484 0.84983 -2.35322 -0.056 0.025 -0.093 0.00
C 4.41734 1.10383 -3.60212 0.099 -0.024 0.020 0.00
C 3.14864 0.63943 -3.90122 0.006 -0.163 0.095 0.00
C 2.38304 -0.04407 -2.96402 0.022 0.072 0.101 0.00
C 1.00824 -0.53647 -3.34332 -0.039 0.068 0.362 0.00
C 0.00844 -0.06837 -2.31262 0.515 -0.649 -2.261 0.03
O -0.81786 -0.86767 -1.80632 -0.391 -0.662 -0.811 0.01
O 0.06984 1.10973 -1.85212 0.464 1.106 -1.406 0.02
H 3.24774 1.54363 3.08418 0.011 0.058 0.019 0.00
H 4.47084 -0.35887 4.08068 0.053 -0.056 0.141 0.00
H 4.54454 -2.54017 2.90748 0.048 -0.135 0.088 0.00
H 1.96924 -1.86517 -0.85822 -0.166 0.436 0.122 0.00
H 4.65464 -0.03177 -0.44702 0.008 0.019 0.084 0.00
H 5.95454 1.16563 -2.10032 0.109 0.062 -0.043 0.00
H 4.99054 1.64303 -4.33992 0.021 0.030 -0.097 0.00
H 2.73784 0.78963 -4.88832 -0.043 0.079 -0.098 0.00
H 0.96524 -1.62757 -3.40482 -0.104 0.110 0.003 0.00
H 0.72304 -0.12797 -4.31452 -0.007 -0.014 0.027 0.00
```
Positions in Å, forces in eV/Å.

Values from the calculation:
Total charge: +1
Orbital gap (spin up / spin down) in eV: 7.564 / 7.818
F_max in Eh/bohr: 0.078
Calculated total energy in eV: -107914.9742
Multiplicity: 7


Entry 4:
This record from OMol25 describes a structure of composition C29H22I2IrN3O4SSe. The level of theory is ωB97M-V/def2-TZVPD.

```
63
Properties=species:S:1:pos:R:3:forces:R:3:mulliken_spin:R:1
Ir -0.02419 0.65758 0.78178 0.534 -0.471 -0.486 0.03
I -0.70238 7.27505 -3.90582 -0.002 0.002 -0.001 0.00
C -0.24973 5.45956 -2.96753 -0.005 -0.012 0.006 0.00
C 1.06878 5.14106 -2.67532 0.025 0.011 -0.012 0.00
C 1.34046 3.93485 -2.06615 -0.030 -0.001 0.028 -0.02
I 3.30682 3.41268 -1.60952 0.013 0.003 -0.004 0.01
C 0.34377 2.98221 -1.70735 -0.071 0.003 -0.011 -0.01
O 0.67822 1.86033 -1.18661 -0.335 0.007 0.204 0.04
C -0.99515 3.36654 -2.02045 0.056 -0.036 0.041 -0.01
C -2.18316 2.49185 -1.68890 -0.028 -0.111 0.032 0.00
N -1.82871 1.16896 -1.20194 -0.131 0.047 -0.158 0.00
C -2.95939 0.30234 -1.03492 0.096 0.083 0.003 0.00
C -2.60624 -0.93890 -0.25628 0.068 -0.066 -0.111 0.00
C -3.58010 -1.90681 -0.02637 0.029 -0.042 -0.050 0.00
C -3.22678 -3.09948 0.56822 -0.045 -0.023 -0.005 0.00
C -1.89169 -3.31867 0.87740 0.037 -0.010 -0.017 0.00
C -0.99112 -2.30311 0.63722 0.015 -0.007 -0.070 0.00
N -1.34105 -1.11717 0.12622 -0.066 0.195 0.213 0.00
C -1.26408 4.57410 -2.64360 0.016 0.019 0.009 0.00
H 1.87264 5.82167 -2.91984 -0.001 -0.002 0.001 0.00
H -2.83810 2.42854 -2.57586 0.014 0.025 -0.031 0.00
H -2.78615 2.97620 -0.91144 -0.028 0.018 -0.026 0.00
H -1.11020 0.74874 -1.78576 0.059 -0.065 0.073 0.00
H -3.37850 -0.03255 -1.99863 -0.090 -0.023 0.021 0.00
H -3.76057 0.84027 -0.51820 0.028 0.019 0.060 0.00
H -4.60083 -1.71174 -0.33077 0.005 0.006 -0.005 0.00
H -3.97240 -3.85946 0.76593 0.000 0.008 0.000 0.00
H -1.55068 -4.25295 1.30099 0.004 0.003 -0.007 0.00
H 0.06150 -2.42917 0.85039 0.016 0.010 0.039 0.00
H -2.29314 4.82534 -2.88008 0.002 -0.004 0.001 0.00
S -3.01019 0.79219 4.07553 -0.026 -0.028 0.049 0.00
C -3.48145 2.00258 2.95490 0.016 0.025 -0.026 0.00
C -2.62319 2.11046 1.90262 -0.049 0.022 -0.002 -0.01
C -1.53892 1.18220 1.96005 -0.064 0.169 -0.149 0.05
C -1.63900 0.41609 3.10192 0.024 0.004 0.003 0.01
C -0.54177 -0.46069 3.38811 -0.015 -0.013 0.038 -0.01
C -0.35444 -1.25574 4.51709 0.009 0.004 0.023 0.00
C 0.81623 -1.97146 4.65312 -0.013 0.005 0.003 0.00
C 1.79668 -1.86920 3.67242 0.029 0.015 -0.032 0.00
C 1.55750 -1.07505 2.56977 -0.039 -0.018 0.065 -0.01
N 0.40136 -0.41954 2.41302 -0.150 0.010 -0.046 0.01
H -4.36880 2.58660 3.14473 0.001 -0.006 0.000 0.00
H -2.74259 2.84856 1.12340 0.009 -0.009 0.004 -0.01
H -1.12739 -1.28587 5.27342 0.005 -0.004 -0.001 0.00
H 0.97447 -2.59454 5.52420 0.005 0.003 0.002 0.00
H 2.74042 -2.38900 3.75101 -0.004 -0.001 0.013 0.00
H 2.27194 -0.95920 1.76954 0.003 -0.036 0.011 0.01
O 4.11424 -0.75401 -0.07956 0.037 0.009 0.054 0.00
C 3.94689 -1.76262 -0.95572 -0.045 -0.056 -0.032 0.00
C 5.04932 -2.57733 -1.22227 -0.010 0.009 0.006 0.00
C 4.94214 -3.62956 -2.11211 0.006 -0.004 -0.002 0.00
C 3.73910 -3.88772 -2.76183 -0.005 0.011 0.009 0.00
C 2.65025 -3.07248 -2.50398 0.004 0.012 -0.024 0.00
C 2.72650 -2.01427 -1.60469 0.036 0.063 0.029 0.00
C 1.48972 -1.18032 -1.35526 -0.172 0.106 -0.280 0.00
O 0.52238 -1.28460 -2.10269 -0.019 0.006 0.152 0.00
O 1.57397 -0.42324 -0.31357 0.090 0.014 0.474 -0.02
H 3.23769 -0.30276 -0.01045 -0.046 0.005 -0.111 0.00
H 5.98145 -2.35726 -0.71749 -0.001 0.000 0.000 0.00
H 5.80801 -4.25225 -2.30540 -0.001 0.002 0.000 0.00
H 3.65744 -4.70848 -3.46285 0.001 0.003 0.000 0.00
H 1.70020 -3.22492 -3.00069 0.004 -0.003 0.008 0.00
Se 1.19201 2.47561 1.71691 0.194 0.100 0.023 0.94
```
Positions in Å, forces in eV/Å.

Values from the calculation:
Total charge: -1
Orbital gap (spin up / spin down) in eV: 6.352 / 6.231
F_max in Eh/bohr: 0.017
Calculated total energy in eV: -138315.3738
Multiplicity: 2